No. 1
Formula: C3H7N3O2
Source: OMol25
Level of theory: ωB97M-V with the def2-TZVPD basis set

Geometry (Å):
C  0.757568  -0.583887  -0.528051
C  1.181906  0.254733  0.494907
C  -1.117391  0.577783  -0.484427
N  0.264308  -1.868544  -0.236386
N  -1.511613  0.475635  0.738957
O  1.935961  1.336605  0.177030
N  -1.229922  1.002366  -1.638721
O  0.727608  0.131371  1.699996
H  1.931647  1.926572  0.943785
H  1.079166  -0.383459  -1.539489
H  0.514825  -2.567795  -0.917816
H  0.429328  -2.179354  0.711649
H  -0.508597  0.248393  1.486426
H  -2.409213  0.037138  0.896984
H  -2.045580  1.592444  -1.804842

Forces on atoms 1 to 6 (eV/Å):
C -0.381 0.327 0.125
C -0.603 0.452 0.356
C 0.990 0.075 -0.059
N -0.160 -0.136 0.000
N 0.329 -0.217 0.648
O -0.131 -0.310 0.091

Its total charge is 0. The energy above the lowest of the compared OMol25 structures with the same formula, charge and spin comes out at 3.656 eV. As for the gap between HOMO and LUMO: 8.32 eV. For the total energy, the calculation gives -11787.6572 eV. The value obtained for the highest occupied orbital energy is -7.7 eV. For the LUMO energy, the calculation gives 0.7 eV.

Charges computed using natural (NBO), reported in e:
1. C -0.177
2. C 0.640
3. C 0.626
4. N -0.832
5. N -0.872
6. O -0.669
7. N -0.723
8. O -0.725
9. H 0.493
10. H 0.233
11. H 0.381
12. H 0.386
13. H 0.461
14. H 0.407
15. H 0.373

=====

No. 2
Formula: C3H7N3O2
Source: OMol25
Level of theory: ωB97M-V with the def2-TZVPD basis set

Geometry (Å):
C  0.784457  0.267935  -1.253747
C  -0.065494  -0.239212  -0.237124
N  -0.606637  -1.547512  -0.369901
N  -0.833609  0.084568  2.171455
C  -0.138671  0.611773  1.026970
O  0.711046  -0.216573  -2.472936
O  1.689021  1.242245  -1.145952
N  -0.870956  1.034087  -0.087999
H  1.542273  1.736615  -0.326502
H  1.217753  0.347241  -3.078900
H  -1.573932  -1.514311  -0.668218
H  -0.541913  -2.070983  0.494616
H  -1.756071  -0.243294  1.913101
H  -0.317606  -0.641935  2.657012
H  0.760338  1.149357  1.378125

Forces on atoms 1 to 6 (eV/Å):
C 0.077 0.240 -0.072
C 0.054 0.089 0.182
N -0.018 0.101 -0.041
N 0.036 -0.029 -0.079
C 0.004 -0.051 -0.175
O 0.033 0.132 0.292

Its total charge is 0. The energy above the lowest of the compared OMol25 structures with the same formula, charge and spin comes out at 4.581 eV. As for the gap between HOMO and LUMO: 8.42 eV. For the total energy, the calculation gives -11786.7326 eV. The value obtained for the highest occupied orbital energy is -8.0 eV. For the LUMO energy, the calculation gives 0.5 eV.

Charges computed using natural (NBO), reported in e:
1. C 0.809
2. C -0.003
3. N -0.828
4. N -0.837
5. C 0.093
6. O -0.607
7. O -0.657
8. N -0.585
9. H 0.522
10. H 0.503
11. H 0.376
12. H 0.367
13. H 0.371
14. H 0.356
15. H 0.120

=====

No. 3
Formula: C3H7N3O2
Source: OMol25
Level of theory: ωB97M-V with the def2-TZVPD basis set

Geometry (Å):
C  0.970432  -2.426657  -0.341068
C  0.765138  1.008757  -0.289537
C  -1.517576  0.882002  0.777147
H  1.941900  -1.922026  0.472213
H  0.422100  -3.531114  0.526999
H  1.408828  -2.843510  -1.341456
H  -0.527218  -0.985498  0.206704
H  1.395610  1.717415  -0.561835
H  -1.048951  3.508085  0.153000
H  -2.216847  1.651659  0.984542
N  0.027020  -1.245210  -0.608891
N  0.957877  -0.112629  -0.843215
N  -0.528081  1.598430  0.193941
O  -0.697872  2.808351  -0.728949
O  -1.352360  -0.108056  1.400404

Forces on atoms 1 to 6 (eV/Å):
C 1.245 -0.391 3.299
C -4.632 -2.325 -0.301
C 0.549 4.077 0.357
H -2.812 -1.965 -2.717
H 1.359 3.675 -3.080
H -0.889 0.731 2.175

Its total charge is 0. The energy above the lowest of the compared OMol25 structures with the same formula, charge and spin comes out at 9.595 eV. As for the gap between HOMO and LUMO: 9.16 eV. For the total energy, the calculation gives -11781.7177 eV. The value obtained for the highest occupied orbital energy is -9.2 eV. For the LUMO energy, the calculation gives 0.0 eV.

Charges computed using natural (NBO), reported in e:
1. C -0.427
2. C 0.162
3. C 0.512
4. H 0.187
5. H 0.201
6. H 0.220
7. H 0.376
8. H 0.185
9. H 0.482
10. H 0.114
11. N -0.506
12. N -0.215
13. N -0.209
14. O -0.520
15. O -0.562

=====

No. 4
Formula: C3H7N3O2
Source: OMol25
Level of theory: ωB97M-V with the def2-TZVPD basis set

Geometry (Å):
N  -1.936740  -0.103641  1.461806
N  -2.250859  -0.686995  0.271728
C  -1.074745  -1.043690  -0.340749
N  0.063974  -1.104610  0.294720
C  1.433098  -0.591491  -0.023503
C  1.423967  0.874320  -0.496656
O  2.460227  1.251922  -1.113147
O  0.113034  1.347642  -0.521999
H  -1.803365  -0.648366  2.353113
H  -2.656567  0.520886  1.842065
H  -0.994407  -1.400044  -1.363911
H  -0.231209  -0.754499  1.280930
H  2.046898  -0.724994  0.899770
H  1.697995  -0.995707  -1.040693
H  -0.473972  1.038104  0.077552

Forces on atoms 1 to 6 (eV/Å):
N 0.171 1.724 4.320
N 2.841 -1.793 -3.451
C -4.106 -0.031 -0.708
N 2.129 1.265 5.240
C -1.560 -0.090 -0.915
C 1.159 -0.571 -2.037

Its total charge is 0. The energy above the lowest of the compared OMol25 structures with the same formula, charge and spin comes out at 4.692 eV. As for the gap between HOMO and LUMO: 9.27 eV. For the total energy, the calculation gives -11786.6213 eV. The value obtained for the highest occupied orbital energy is -8.7 eV. As for the structure (SMILES): N/N=C\NCC(=O)O. For the LUMO energy, the calculation gives 0.5 eV.

Charges computed using natural (NBO), reported in e:
1. N -0.757
2. N -0.360
3. C 0.241
4. N -0.622
5. C -0.339
6. C 0.774
7. O -0.559
8. O -0.682
9. H 0.347
10. H 0.379
11. H 0.190
12. H 0.385
13. H 0.248
14. H 0.250
15. H 0.503

=====

No. 5
Formula: C3H7N3O2
Source: OMol25
Level of theory: ωB97M-V with the def2-TZVPD basis set

Geometry (Å):
H  -2.911029  0.992654  1.108018
N  -1.948378  0.649047  0.890269
C  -1.108342  1.526528  1.216709
N  0.265731  1.195810  1.062566
O  0.546711  -0.200704  1.144674
C  1.302835  -0.708462  0.082092
C  0.549636  -0.777210  -1.210211
N  -0.772370  -0.767176  -1.204357
O  1.299375  -1.012686  -2.126344
H  -1.360753  2.485649  1.798191
H  0.863782  1.757806  1.643760
H  1.697877  -1.730722  0.353044
H  2.279129  -0.130021  -0.295032
H  -1.204394  -0.826079  -2.142499
H  -1.412952  -0.631063  -0.383014

Forces on atoms 1 to 6 (eV/Å):
H 0.984 -0.445 -0.315
N -2.376 0.647 0.339
C 1.402 -0.429 1.266
N -0.990 0.335 -0.545
O -0.018 1.067 1.442
C 2.144 0.957 -0.998

Its total charge is 0. The energy above the lowest of the compared OMol25 structures with the same formula, charge and spin comes out at 3.754 eV. As for the gap between HOMO and LUMO: 9.80 eV. For the total energy, the calculation gives -11787.5589 eV. The value obtained for the highest occupied orbital energy is -9.1 eV. As for the structure (SMILES): [H]/N=C/NOCC(N)=O. For the LUMO energy, the calculation gives 0.6 eV.

Charges computed using natural (NBO), reported in e:
1. H 0.357
2. N -0.705
3. C 0.263
4. N -0.348
5. O -0.378
6. C -0.171
7. C 0.622
8. N -0.832
9. O -0.642
10. H 0.178
11. H 0.369
12. H 0.230
13. H 0.211
14. H 0.397
15. H 0.450

=====

No. 6
Formula: C3H7N3O2
Source: OMol25
Level of theory: ωB97M-V with the def2-TZVPD basis set

Geometry (Å):
C  -2.347206  -0.208755  0.433150
C  -0.032457  -0.220108  -0.094785
C  2.246073  -1.042874  -0.160003
H  -2.016273  0.854710  -0.279040
H  -3.546391  -0.857425  -0.034313
H  -2.185807  -0.003552  1.611940
H  -1.031289  -1.614475  -0.845044
H  2.868983  -1.513065  -1.120180
H  0.688803  2.716103  -0.308240
H  1.699966  1.670146  0.623372
N  -1.188238  -0.967694  0.087378
N  0.052912  0.950384  -0.051944
N  1.220180  1.699033  -0.249942
O  0.889737  -0.918273  -0.562940
O  2.681007  -0.544155  0.950596

Forces on atoms 1 to 6 (eV/Å):
C -1.434 1.685 -2.050
C -3.274 -2.704 1.588
C 1.059 2.955 2.798
H -2.313 -2.360 2.517
H 4.060 2.267 1.940
H -1.312 -0.285 -2.836

Its total charge is 0. The energy above the lowest of the compared OMol25 structures with the same formula, charge and spin comes out at 7.957 eV. As for the gap between HOMO and LUMO: 9.00 eV. For the total energy, the calculation gives -11783.3557 eV. The value obtained for the highest occupied orbital energy is -8.5 eV. For the LUMO energy, the calculation gives 0.5 eV.

Charges computed using natural (NBO), reported in e:
1. C -0.449
2. C 0.630
3. C 0.634
4. H 0.221
5. H 0.215
6. H 0.228
7. H 0.390
8. H 0.187
9. H 0.365
10. H 0.367
11. N -0.647
12. N -0.386
13. N -0.660
14. O -0.524
15. O -0.571

=====

No. 7
Formula: C3H7N3O2
Source: OMol25
Level of theory: ωB97M-V with the def2-TZVPD basis set

Geometry (Å):
C  -1.760296  1.347095  0.000689
N  -1.484730  -0.024917  -0.181255
C  -0.367958  -0.492605  -0.144909
C  -0.051196  -1.937749  -0.231105
N  0.849093  0.576388  0.067036
N  2.199350  0.262584  0.139453
O  2.539516  -0.858704  0.431336
O  2.904619  1.239830  -0.098104
H  -0.972296  1.973435  -0.257445
H  -1.925308  1.740753  1.092117
H  -2.757891  1.632432  -0.454740
H  -0.713452  -2.523892  0.354195
H  0.046074  -2.356792  -1.275758
H  0.968857  -2.069122  0.208165
H  0.525617  1.491266  0.350324

Forces on atoms 1 to 6 (eV/Å):
C -3.110 1.395 2.151
N -2.567 0.447 0.383
C 4.049 0.857 0.543
C 2.855 -0.394 -0.833
N -2.317 -3.521 -0.377
N -0.963 2.270 0.004

Its total charge is 0. The energy above the lowest of the compared OMol25 structures with the same formula, charge and spin comes out at 6.527 eV. As for the gap between HOMO and LUMO: 10.46 eV. For the total energy, the calculation gives -11784.7861 eV. The value obtained for the highest occupied orbital energy is -10.2 eV. As for the structure (SMILES): C/N=C(/C)N[N+](=O)[O-]. For the LUMO energy, the calculation gives 0.3 eV.

Charges computed using natural (NBO), reported in e:
1. C -0.447
2. N -0.439
3. C 0.506
4. C -0.710
5. N -0.548
6. N 0.644
7. O -0.382
8. O -0.395
9. H 0.171
10. H 0.210
11. H 0.225
12. H 0.245
13. H 0.245
14. H 0.267
15. H 0.409

=====

No. 8
Formula: C3H7N3O2
Source: OMol25
Level of theory: ωB97M-V with the def2-TZVPD basis set

Geometry (Å):
N  1.839557  -1.403254  -0.196849
N  0.644316  -0.888229  0.280724
C  0.393321  0.387303  0.071762
N  1.343243  1.376659  -0.142727
C  -0.993072  0.884320  0.207699
C  -2.229236  -0.171233  0.008662
O  -3.420199  0.133785  -0.086176
O  -1.903102  -1.531254  -0.173199
H  1.793983  -2.546121  0.032266
H  2.622992  -0.898728  0.621939
H  2.257391  1.138478  -0.727983
H  0.879652  2.223507  -0.419146
H  -1.116569  1.476320  -0.715405
H  -1.091813  1.568837  1.096158
H  -1.020469  -1.750394  0.142282

Forces on atoms 1 to 6 (eV/Å):
N 3.336 -1.083 4.163
N -2.092 1.784 -1.338
C 1.680 -2.865 1.052
N 2.020 -1.214 -1.704
C -1.986 -0.221 -0.327
C -1.138 -1.444 -0.018

Its total charge is 0. The energy above the lowest of the compared OMol25 structures with the same formula, charge and spin comes out at 3.746 eV. As for the gap between HOMO and LUMO: 9.51 eV. For the total energy, the calculation gives -11787.5670 eV. The value obtained for the highest occupied orbital energy is -9.0 eV. As for the structure (SMILES): N/N=C(\N)CC(=O)O. For the LUMO energy, the calculation gives 0.5 eV.

Charges computed using natural (NBO), reported in e:
1. N -0.651
2. N -0.398
3. C 0.397
4. N -0.832
5. C -0.567
6. C 0.809
7. O -0.564
8. O -0.707
9. H 0.375
10. H 0.321
11. H 0.419
12. H 0.387
13. H 0.243
14. H 0.259
15. H 0.509